1.
Entry from the Open Molecules 2025 dataset: C3H3ClF2 as an isolated structure at a distorted geometry (the ωB97M-V functional and the def2-TZVPD basis).

Geometry as XYZ:
```
9
Properties=species:S:1:pos:R:3:forces:R:3
C 1.406 -0.085 1.153 -2.5 2.6 -1.4
C 2.461 -0.272 0.397 1.3 0.4 -0.1
C 0.358 1.545 0.756 1.0 -4.0 5.9
F 3.369 -1.292 0.464 -1.3 0.9 -0.2
F -0.840 1.037 0.482 -1.1 -0.1 -1.1
Cl 2.983 0.974 -0.738 0.4 -0.8 0.3
H 0.842 -0.877 1.651 0.5 0.4 0.3
H 0.854 2.020 -0.020 0.6 1.0 -1.3
H 0.210 2.032 1.828 1.0 -0.5 -2.5
```
Forces are in eV/Å.

Computed properties:
total charge: 0
multiplicity: 1
frontier orbital gap: 0.39445 Ha

2.
Entry from the Open Molecules 2025 dataset: a 2-piece molecular cluster, C3H3ClF3NO overall at a distorted geometry (the ωB97M-V functional and the def2-TZVPD basis).

Geometry as XYZ:
```
12
Properties=species:S:1:pos:R:3:forces:R:3
C 1.622 0.220 0.262 -5.6 -2.0 0.3
C -1.512 0.495 -0.138 -1.3 -2.8 0.6
C -0.543 -0.374 0.710 2.2 -0.3 -0.1
N 1.780 -0.434 -0.870 0.0 0.1 1.0
O 1.963 1.047 0.989 1.5 0.9 0.2
F -0.817 1.050 -1.132 0.3 0.9 -0.7
F -0.782 -1.777 0.415 0.2 2.0 0.2
F -0.759 -0.212 2.026 0.1 -0.3 -0.2
Cl -2.496 1.650 0.766 0.5 0.2 -0.1
H -2.253 -0.247 -0.549 0.6 0.9 0.0
H 1.242 -1.264 -1.090 0.0 0.5 0.2
H 2.557 -0.154 -1.388 1.5 0.0 -1.3
```
Forces are in eV/Å.

Computed properties:
total charge: 0
multiplicity: 1
frontier orbital gap: 0.33884 Ha

3.
Entry from the Open Molecules 2025 dataset: one molecule with the formula C3H3ClFNO at a distorted geometry (the ωB97M-V functional and the def2-TZVPD basis).

Geometry as XYZ:
```
10
Properties=species:S:1:pos:R:3:forces:R:3
C 1.621 0.050 0.021 -0.8 -0.5 -0.6
C 0.569 -0.772 -0.015 -0.9 0.4 -0.2
C -1.519 0.647 0.175 -0.6 1.8 1.2
H 0.745 -1.854 0.066 0.0 0.7 -0.1
H -1.400 -1.150 -0.633 0.4 0.3 0.0
H -0.989 1.403 0.843 -0.1 -0.9 -0.8
N -0.807 -0.405 -0.269 1.4 -1.4 0.1
O -2.698 0.799 -0.073 0.4 -0.2 0.0
F 2.845 -0.469 0.025 0.3 0.0 0.4
Cl 1.633 1.751 -0.140 -0.1 -0.1 0.0
```
Forces are in eV/Å.

Computed properties:
total charge: 0
multiplicity: 1
structure (SMILES): O=CN/C=C(/F)Cl
frontier orbital gap: 0.36719 Ha

4.
Entry from the Open Molecules 2025 dataset: a 2-piece molecular cluster, C3H3ClFNO overall at a distorted geometry (the ωB97M-V functional and the def2-TZVPD basis).

Geometry as XYZ:
```
10
Properties=species:S:1:pos:R:3:forces:R:3
C 0.378 -0.048 0.857 -2.9 6.3 -0.9
C 0.833 -0.074 -0.562 1.7 -0.7 -2.7
C -1.159 -0.195 0.423 -1.7 -2.3 -1.7
H 1.816 -0.769 -0.701 -2.7 0.9 0.2
H 1.028 0.800 -1.265 0.0 -0.4 1.9
H -1.354 -0.127 -1.852 3.8 -1.8 3.4
N -0.509 -0.582 -0.857 -6.5 1.8 -2.7
O -2.363 -0.073 0.750 5.5 -0.4 -1.1
F 1.098 -0.611 1.677 2.6 -4.0 3.8
Cl 0.233 1.679 1.531 0.2 0.5 -0.3
```
Forces are in eV/Å.

Computed properties:
total charge: 0
multiplicity: 1
frontier orbital gap: 0.37023 Ha

5.
Entry from the Open Molecules 2025 dataset: one molecule with the formula C3H3ClN2 at a distorted geometry (the ωB97M-V functional and the def2-TZVPD basis).

Geometry as XYZ:
```
9
Properties=species:S:1:pos:R:3:forces:R:3
C -0.424 -0.864 -0.966 0.2 1.6 1.5
C -0.089 0.085 0.034 2.3 1.7 -0.3
C -2.103 -1.528 0.475 2.5 0.7 -1.0
N -1.510 -1.527 -0.589 -0.7 -0.7 0.1
N -0.709 0.110 1.145 -2.4 -0.6 0.8
Cl -3.537 -1.665 1.177 -1.2 0.0 0.8
H 0.052 -0.802 -1.902 0.0 -0.8 -1.0
H 0.758 0.856 -0.066 -1.1 -1.4 -0.5
H -0.567 0.877 1.805 0.3 -0.6 -0.3
```
Forces are in eV/Å.

Computed properties:
total charge: 0
multiplicity: 1
frontier orbital gap (alpha / beta): 0.28636 / 0.28639 Ha

6.
Entry from the Open Molecules 2025 dataset: one molecule with the formula C3H3ClN2O at a distorted geometry (the ωB97M-V functional and the def2-TZVPD basis).

Geometry as XYZ:
```
10
Properties=species:S:1:pos:R:3:forces:R:3
C 0.477 1.137 0.183 -0.1 -1.4 0.0
C -0.058 -0.090 0.215 -3.4 0.1 0.0
C 1.910 1.096 -0.086 -0.6 0.9 0.6
N 0.705 -1.140 0.028 5.8 0.6 0.0
N 2.288 -0.193 -0.515 -3.0 -2.2 0.3
O 2.672 2.023 0.023 0.6 -0.1 -0.2
Cl 3.711 -0.834 0.104 -0.2 0.1 0.1
H -0.112 1.957 0.460 -0.2 1.3 0.2
H -1.152 -0.395 0.440 1.6 1.0 -0.5
H 0.651 -1.856 -0.664 -0.6 -0.3 -0.7
```
Forces are in eV/Å.

Computed properties:
total charge: 0
multiplicity: 1
frontier orbital gap: 0.31521 Ha

7.
Entry from the Open Molecules 2025 dataset: one molecule with the formula C3H3ClN2O2 at a distorted geometry (the ωB97M-V functional and the def2-TZVPD basis).

Geometry as XYZ:
```
11
Properties=species:S:1:pos:R:3:forces:R:3
C 0.698 0.628 0.002 1.0 -0.5 0.1
C -1.082 -0.760 -0.014 -1.4 0.0 0.6
C 1.139 -0.638 0.010 0.5 0.5 0.0
H 2.301 1.674 0.022 -0.7 0.0 0.0
H -1.271 1.388 -0.019 0.1 -0.6 0.0
H -3.002 -0.618 -0.053 0.5 -0.2 0.1
N -0.679 0.566 0.051 -0.3 0.9 -0.3
N -2.240 -1.300 -0.021 0.8 0.5 -0.2
O 1.333 1.822 -0.013 0.2 -0.4 0.0
O 0.058 -1.499 0.039 0.1 -0.5 -0.2
Cl 2.745 -1.264 -0.004 -0.8 0.2 0.0
```
Forces are in eV/Å.

Computed properties:
total charge: 0
multiplicity: 1
structure (SMILES): [H]/N=c1\[nH]c(O)c(Cl)o1
frontier orbital gap: 0.30634 Ha

8.
Entry from the Open Molecules 2025 dataset: a 2-piece molecular cluster, C3H3ClN2O2S overall at a distorted geometry (the ωB97M-V functional and the def2-TZVPD basis).

Geometry as XYZ:
```
12
Properties=species:S:1:pos:R:3:forces:R:3
C -0.902 -0.652 -0.245 2.3 0.0 -0.8
C 1.010 -0.557 -1.363 1.2 1.7 1.8
C -0.792 0.756 -0.150 1.9 2.3 -0.7
N 0.089 -1.339 -0.675 -1.9 -0.5 -1.0
N 0.112 0.642 1.979 -2.2 0.1 -1.9
O -0.614 0.316 2.886 1.5 0.3 -0.1
O 1.265 0.858 1.809 0.2 -0.3 1.2
S 0.657 1.290 -0.999 -1.2 -1.3 0.2
Cl -2.287 -1.306 0.276 -2.7 -1.7 1.3
H 1.931 -0.789 -0.891 1.4 0.1 0.2
H 1.168 -0.655 -2.408 -0.6 -0.4 -1.0
H -1.635 1.438 -0.218 0.0 -0.2 0.7
```
Forces are in eV/Å.

Computed properties:
total charge: 0
multiplicity: 1
frontier orbital gap (alpha / beta): 0.29239 / 0.26715 Ha

9.
Entry from the Open Molecules 2025 dataset: one molecule with the formula C3H3ClN2S at a distorted geometry (the ωB97M-V functional and the def2-TZVPD basis).

Geometry as XYZ:
```
10
Properties=species:S:1:pos:R:3:forces:R:3
C -0.207 -0.420 1.216 -0.5 -2.8 -5.0
C -0.024 -0.036 -0.076 -0.2 -2.6 -2.2
C 0.298 1.261 -0.762 0.1 -1.0 1.8
N -0.578 -1.802 1.313 0.0 1.1 1.0
N -0.657 -2.434 0.229 0.1 -0.6 0.7
S -0.296 -1.620 -1.139 0.6 3.3 1.6
Cl 1.910 1.195 -1.539 -0.7 0.0 -0.6
H -0.351 0.282 1.930 0.0 1.5 2.8
H 0.493 1.893 0.060 0.1 1.2 0.9
H -0.588 1.681 -1.232 0.5 -0.2 -1.1
```
Forces are in eV/Å.

Computed properties:
total charge: 0
multiplicity: 1
structure (SMILES): ClCc1cnns1
frontier orbital gap: 0.36150 Ha

10.
Entry from the Open Molecules 2025 dataset: an isolated ion of composition C3H3ClNO and charge +1 at a distorted geometry (the ωB97M-V functional and the def2-TZVPD basis).

Geometry as XYZ:
```
9
Properties=species:S:1:pos:R:3:forces:R:3
C 0.272 0.159 0.328 -0.3 1.1 -1.9
C -0.389 0.120 -0.837 -0.6 -0.5 -0.6
C -0.608 1.032 -2.243 0.2 -2.0 2.6
N 0.069 2.044 -2.104 0.9 1.1 0.4
O 0.776 2.856 -1.695 -0.4 -0.1 -0.5
Cl -1.613 0.451 -3.441 0.3 0.4 0.1
H 0.147 -0.675 1.002 -0.1 -0.1 0.0
H -1.024 -0.727 -1.067 -0.1 0.0 -0.1
H 0.930 0.952 0.651 0.1 0.2 0.0
```
Forces are in eV/Å.

Computed properties:
total charge: +1
multiplicity: 1
structure (SMILES): C=CC(Cl)=[N+]=O
frontier orbital gap: 0.29013 Ha

11.
Entry from the Open Molecules 2025 dataset: a 2-piece molecular cluster, C3H3ClNO3P overall at a distorted geometry (the ωB97M-V functional and the def2-TZVPD basis).

Geometry as XYZ:
```
12
Properties=species:S:1:pos:R:3:forces:R:3
C 3.780 0.007 0.658 1.7 0.2 -1.4
C -0.655 -0.833 -0.697 0.7 4.2 1.5
C 2.491 0.204 0.856 -2.9 2.0 -1.8
N 4.888 -0.064 0.358 2.2 -0.4 -0.1
O 0.537 -0.597 -0.874 -1.4 -1.9 -1.0
O 0.137 1.385 0.751 -0.5 -0.3 -0.5
O 1.678 1.682 -1.298 0.8 1.5 -3.3
P 1.289 0.997 -0.111 0.9 -0.5 4.9
Cl -13.718 -0.813 0.044 0.0 0.0 0.0
H -1.228 -0.049 -0.140 0.5 -0.5 0.0
H -1.254 -1.558 -1.108 -0.5 -2.7 -1.3
H 2.053 -0.361 1.559 -1.6 -1.7 2.8
```
Forces are in eV/Å.

Computed properties:
total charge: -2
multiplicity: 1
frontier orbital gap (alpha / beta): 0.20763 / 0.20761 Ha

12.
Entry from the Open Molecules 2025 dataset: one molecule with the formula C3H3ClO2 at a distorted geometry (the ωB97M-V functional and the def2-TZVPD basis).

Geometry as XYZ:
```
9
Properties=species:S:1:pos:R:3:forces:R:3
C 0.644 -0.643 1.072 -0.7 1.1 10.1
C 0.507 -0.142 -0.270 1.2 0.7 0.1
C -0.755 0.545 -0.563 -0.1 1.2 -0.6
O 0.564 -0.524 2.601 0.8 -0.9 -10.0
O 0.353 -1.501 0.166 -0.5 -2.2 0.6
Cl 1.957 0.043 -1.199 -0.1 0.4 -0.4
H -1.525 -0.073 -0.959 -0.4 -0.9 -0.3
H -0.668 1.389 -1.233 0.3 0.2 -0.1
H -1.077 0.906 0.384 -0.7 0.5 0.7
```
Forces are in eV/Å.

Computed properties:
total charge: 0
multiplicity: 1
structure (SMILES): C[C@]1(Cl)OC1=O
frontier orbital gap: 0.37632 Ha

13.
Entry from the Open Molecules 2025 dataset: one molecule with the formula C3H3ClOS at a distorted geometry (the ωB97M-V functional and the def2-TZVPD basis).

Geometry as XYZ:
```
9
Properties=species:S:1:pos:R:3:forces:R:3
C -1.734 -0.022 0.268 4.8 -2.4 0.6
C -0.066 -1.557 -0.843 0.2 2.2 -1.9
C -0.233 -0.354 0.006 -3.2 -2.4 2.4
O -2.696 -0.700 0.262 -1.7 -2.4 -1.2
S 0.487 0.027 -1.763 0.4 -1.2 -1.9
Cl -1.827 1.502 0.726 -0.5 5.7 1.5
H 0.785 -2.125 -0.700 1.8 -1.1 0.5
H -0.808 -2.170 -1.306 -1.0 0.3 -0.3
H 0.578 -0.465 0.747 -1.0 1.4 0.2
```
Forces are in eV/Å.

Computed properties:
total charge: 0
multiplicity: 3
frontier orbital gap (alpha / beta): 0.23023 / 0.26267 Ha

14.
Entry from the Open Molecules 2025 dataset: one molecule with the formula C3H3ClS at a distorted geometry (the ωB97M-V functional and the def2-TZVPD basis).

Geometry as XYZ:
```
8
Properties=species:S:1:pos:R:3:forces:R:3
C -1.877 -0.963 0.458 -1.1 0.6 1.7
C -0.742 -0.570 0.395 4.7 0.5 -2.2
C 0.947 -0.195 -0.034 -5.8 3.7 3.1
S 1.181 0.724 -1.527 0.3 -1.3 -0.8
Cl 0.684 2.550 -1.034 -0.4 1.3 0.5
H -2.797 -0.971 1.043 0.3 -0.4 -0.9
H 1.450 -1.063 -0.176 1.5 -2.7 0.2
H 1.153 0.489 0.875 0.5 -1.6 -1.5
```
Forces are in eV/Å.

Computed properties:
total charge: 0
multiplicity: 1
structure (SMILES): C#CCSCl
frontier orbital gap: 0.35140 Ha

15.
Entry from the Open Molecules 2025 dataset: a 2-piece molecular cluster, C3H3ClS overall at a distorted geometry (the ωB97M-V functional and the def2-TZVPD basis).

Geometry as XYZ:
```
8
Properties=species:S:1:pos:R:3:forces:R:3
C -1.838 0.641 0.008 3.5 0.5 -0.1
C 1.062 -1.026 0.026 0.4 0.5 -0.9
C 0.781 0.269 -0.164 -0.7 0.2 0.2
S 2.713 -1.484 -0.198 -1.2 0.3 0.4
Cl 1.483 1.746 -0.143 -0.4 0.2 -0.1
H -2.138 1.709 -0.179 -0.6 -1.5 0.5
H -2.260 -0.202 0.561 -0.9 0.7 -0.2
H 0.197 -1.652 0.088 -0.1 -0.8 0.3
```
Forces are in eV/Å.

Computed properties:
total charge: 0
multiplicity: 1
frontier orbital gap (alpha / beta): 0.20506 / 0.14906 Ha

16.
Entry from the Open Molecules 2025 dataset: one molecule with the formula C3H3ClS at a distorted geometry (the ωB97M-V functional and the def2-TZVPD basis).

Geometry as XYZ:
```
8
Properties=species:S:1:pos:R:3:forces:R:3
C -2.004 -0.728 -0.413 1.2 0.7 -0.2
C -0.956 -0.176 -0.248 1.0 0.1 1.9
C 0.195 0.345 0.472 1.6 -0.1 -1.8
S 1.732 -0.759 0.274 -0.5 0.0 0.5
Cl 3.128 0.595 -0.416 -0.5 -0.3 0.2
H -2.745 -1.064 -1.008 -2.4 -1.1 -1.1
H -0.059 0.693 1.467 0.3 -0.2 0.1
H 0.707 1.094 -0.127 -0.8 0.9 0.3
```
Forces are in eV/Å.

Computed properties:
total charge: 0
multiplicity: 1
structure (SMILES): C#CCSCl
frontier orbital gap: 0.33751 Ha

17.
Entry from the Open Molecules 2025 dataset: C3H3ClS as an isolated structure at a distorted geometry (the ωB97M-V functional and the def2-TZVPD basis).

Geometry as XYZ:
```
8
Properties=species:S:1:pos:R:3:forces:R:3
C 0.712 1.550 -0.192 2.0 -0.9 0.3
C 0.707 0.329 -0.060 -0.9 1.4 -0.5
C 0.354 -1.045 0.023 -3.0 2.6 3.5
S -1.942 -1.131 0.046 2.8 -2.4 -0.4
Cl -2.198 0.736 0.125 -1.0 2.9 0.1
H 1.325 2.464 -0.247 -1.3 -0.6 0.0
H 0.361 -1.339 1.085 0.6 -0.7 -0.9
H 0.682 -1.565 -0.779 0.8 -2.3 -2.0
```
Forces are in eV/Å.

Computed properties:
total charge: 0
multiplicity: 1
frontier orbital gap: 0.29871 Ha

18.
Entry from the Open Molecules 2025 dataset: C3H3CuO2 as an isolated structure at a distorted geometry (the ωB97M-V functional and the def2-TZVPD basis).

Geometry as XYZ:
```
9
Properties=species:S:1:pos:R:3:forces:R:3
O 1.295 -0.910 -0.080 -0.5 0.6 0.0
Cu 1.634 1.393 -0.251 -1.0 -1.4 0.2
O -0.584 1.019 0.112 -0.3 -0.9 0.4
C -0.917 -0.184 0.085 0.6 1.8 -1.2
C 0.150 -1.252 0.261 1.0 -0.3 0.4
C -2.327 -0.616 -0.126 -0.3 0.1 0.3
H -2.961 0.222 -0.442 0.2 -0.2 0.1
H -2.711 -1.031 0.820 0.1 0.1 -0.3
H -2.363 -1.430 -0.866 0.1 0.1 0.2
```
Forces are in eV/Å.

Computed properties:
total charge: 0
multiplicity: 1
frontier orbital gap (alpha / beta): 0.20197 / 0.20203 Ha

19.
Entry from the Open Molecules 2025 dataset: a 2-piece molecular cluster, C3H3F2I overall at a distorted geometry (the ωB97M-V functional and the def2-TZVPD basis).

Geometry as XYZ:
```
9
Properties=species:S:1:pos:R:3:forces:R:3
C -0.123 0.674 0.077 0.7 -0.2 0.7
C -1.311 0.567 0.661 1.0 -0.1 -2.4
C 2.565 0.955 0.232 1.5 0.7 -0.4
F 2.935 1.595 -0.877 -0.4 -0.8 0.7
F 2.832 -0.295 0.014 -0.1 0.1 -0.3
I -3.082 -0.006 -0.235 -0.1 -0.3 -0.1
H 0.750 1.118 0.649 -1.6 -0.4 -0.4
H 0.196 0.251 -0.878 -0.6 0.2 0.0
H -1.460 1.000 1.576 -0.4 0.8 2.2
```
Forces are in eV/Å.

Computed properties:
total charge: 0
multiplicity: 1
frontier orbital gap: 0.33299 Ha

20.
Entry from the Open Molecules 2025 dataset: one molecule with the formula C3H3F2NO at a distorted geometry (the ωB97M-V functional and the def2-TZVPD basis).

Geometry as XYZ:
```
10
Properties=species:S:1:pos:R:3:forces:R:3
C 0.825 -0.986 0.023 2.8 2.2 -1.0
C 0.821 0.555 -0.213 4.0 -0.1 -0.2
C -1.440 0.326 0.202 1.5 -5.0 -0.6
N -0.191 -1.611 0.203 -3.2 0.7 0.5
O -0.442 1.139 -0.022 -1.6 -0.1 0.5
F -2.291 0.052 -0.795 0.5 1.2 1.2
F -1.991 0.201 1.392 0.0 1.2 -0.9
H 1.937 -1.316 -0.080 -1.7 -0.1 0.3
H 1.588 0.949 0.631 -1.7 -0.3 -2.3
H 1.183 0.694 -1.340 -0.6 0.3 2.6
```
Forces are in eV/Å.

Computed properties:
total charge: 0
multiplicity: 1
frontier orbital gap: 0.32927 Ha

Relative energy (zero: lowest compared OMol25 entry of this formula, charge and spin) values, unit eV, following the record order: 2.611, 1.929, 0.483, 3.663, 3.320, 3.782, 1.094, 1.339, 2.012, 3.020, 0.179, 3.960, 1.416, 2.430, 8.034, 1.544, 2.588, 2.683, 2.977, 3.375.